Here is 3 unconnected molecules or ions with the total composition C3H7N3O in a non-equilibrium geometry from the Open Molecules 2025 dataset. Energies are from ωB97M-V/def2-TZVPD.

For the max |F|, the calculation gives 0.08717 hartree/bohr. The frontier orbital gap comes out at 8.49 eV. Its charge is 0. As for the SMILES: C=C=N.N#CN.O.

Structure (XYZ):
```
14
C3H7N3O | the Open Molecules 2025 dataset | ωB97M-V/def2-TZVPD
C -1.06353 0.18036 -1.32882
C 1.01575 -0.49508 0.45561
C -1.01900 -0.20770 -0.05762
N 1.03371 -1.74305 0.90564
O 0.69561 2.41375 -0.62439
N 1.67793 0.48508 0.30954
N -1.63044 -0.60301 0.95436
H 1.00064 2.41245 0.29106
H 1.89037 -2.27031 0.88960
H 0.15458 -2.23201 0.94245
H -1.43156 -0.18223 1.85587
H -0.09938 1.84976 -0.81978
H -2.01478 0.36356 -1.80118
H -0.20991 0.02843 -1.97234
```

Atom charges from the Löwdin analysis, given in e for atoms 1 to 8:
1 C -0.02
2 C -0.41
3 C -0.34
4 N 0.12
5 O -0.14
6 N 0.20
7 N 0.15
8 H 0.01

***

Here is a molecular structure, C15H23ClN3O9P2Yb in a non-equilibrium geometry from the Open Molecules 2025 dataset. Energies are from ωB97M-V/def2-TZVPD.

For the max |F|, the calculation gives 0.07769 hartree/bohr. Its spin multiplicity is 2. The frontier orbital gap (alpha / beta) comes out at 4.85 / 4.75 eV. Its charge is +2.

Structure (XYZ):
```
54
C15H23ClN3O9P2Yb | the Open Molecules 2025 dataset | ωB97M-V/def2-TZVPD
C -3.32677 1.80196 -1.83775
C -2.40165 1.10175 -0.99459
H -4.28648 1.26209 -1.92016
H -2.85658 1.96935 -2.81350
H -3.41006 2.83991 -1.46737
O -2.22740 0.31482 -0.11932
Cl 0.06647 2.63251 -2.40164
Yb 0.02522 1.24632 -0.37753
P 0.11014 -1.19680 -2.62043
C 0.67340 -2.89378 -2.90990
C -0.94712 -0.87233 -4.07154
H -0.35450 -1.14873 -4.95754
H 1.68366 -0.32327 -4.19962
H -1.20213 0.19714 -4.08180
H 1.40888 0.83862 -2.85325
H -0.04317 -3.58359 -2.45269
H -1.87499 -1.45704 -4.00405
C 1.57571 -0.22654 -3.11354
H 0.76991 -3.11613 -3.97759
H 2.45120 -0.61234 -2.58473
H 1.63572 -3.03472 -2.40485
P -0.79121 1.22961 2.61464
C -0.68215 -0.11533 3.87138
C -0.18694 2.66794 3.58487
H -2.90148 2.26342 2.05372
H -2.70019 2.06020 3.80566
H -3.17209 0.66731 2.74037
C -2.57129 1.57540 2.83254
H 0.00954 3.48075 2.87642
H -0.96005 3.00247 4.28571
H -0.89198 0.27073 4.88297
H 0.32185 -0.56280 3.85184
H 0.75167 2.44717 4.10510
H -1.38914 -0.92074 3.62124
C -0.69251 -1.82208 -0.14689
O -0.85761 -2.12441 0.93362
O 6.29813 -1.58467 3.97409
N 5.78397 -0.47710 3.72327
O 6.01388 0.54785 4.40371
C 4.82205 -0.34841 2.64731
C 4.45879 -1.48281 1.90677
C 3.61982 -1.33375 0.82238
C 2.84812 -0.13052 0.68052
O 1.74285 -0.15917 0.03219
C 3.31219 1.03808 1.40356
C 4.29253 0.91548 2.37267
N 2.61470 2.32389 1.34285
O 2.92067 3.20556 2.15924
O 1.64547 2.49955 0.52620
N 3.28519 -2.47223 -0.03158
O 3.19232 -2.27930 -1.25863
O 3.08785 -3.58643 0.48852
H 4.89370 -2.45526 2.13743
H 4.51907 1.76085 3.01605
```

Atom charges from the Löwdin analysis, given in e for atoms 1 to 8:
1 C 0.03
2 C -0.20
3 H 0.15
4 H 0.10
5 H 0.15
6 O 0.05
7 Cl 0.08
8 Yb 1.03

***

Number 1: calculated total energy -9738.218 eV. Number 2: calculated total energy -101429.475 eV.